# C47H41BO4PPtSi

A structure of composition C47H41BO4PPtSi (wB97M-V/def2-TZVPD, OMol25).

Cartesian coordinates (Å):
C -2.8422 -1.9515 -2.6748
H 4.7556 -6.2431 -3.6746
C 3.2919 -4.9137 -4.6040
C -1.0268 2.8426 -2.4247
C 1.7637 -3.6308 -3.0014
H -5.9836 2.3878 -0.0193
H -1.6726 2.1976 -3.0080
H -3.0952 4.4938 2.3433
C 4.1125 -3.8087 -2.4907
H -0.8600 -2.6224 2.6923
C 0.1774 4.8844 -2.1263
C -3.5930 -0.7842 3.4269
C 3.9675 -3.1042 -1.3006
O 2.2672 -1.9694 0.0938
C 3.0382 -4.0889 -3.3410
C 0.5511 3.5191 3.7559
C -1.7392 -2.2831 3.2300
H -2.0023 3.7550 6.0034
H -1.7142 2.9077 0.8417
H -4.1832 0.0432 3.0461
H 1.5928 3.7929 3.6749
H -4.3106 -3.4073 -3.2596
C -3.9663 -1.3972 4.6155
C -2.7534 -1.3985 -0.3145
C -0.0905 2.9522 2.6697
C 3.8010 -6.3067 -4.1966
H 1.2483 -5.6226 -4.8766
Pt 0.3400 -0.0732 0.9328
H 5.1049 -4.1496 -2.7577
C 3.6403 1.0084 1.4187
H -1.5248 -3.7288 4.8023
H 4.5133 -4.7970 -6.3993
C -0.1112 3.7922 4.9513
P 0.8358 2.3665 1.2198
C -2.4748 -1.2153 2.7118
H -4.8382 -1.0478 5.1567
H -1.0210 4.4535 -3.8515
H -5.3110 4.3947 1.2918
C -2.9536 1.2489 1.0512
C 4.3371 -4.2176 -5.4890
H 3.0830 -6.7832 -3.5266
C 4.8651 3.2167 1.3819
C -4.3608 -3.0111 -1.1500
O 0.5014 -2.3466 -1.2979
H 0.9017 -3.8125 -3.6298
H -3.1633 2.4707 4.2586
H -0.7918 1.4031 -0.8667
H -3.5080 -2.9305 6.0467
C -2.3934 2.5287 1.6148
H 5.7717 2.6259 1.3513
H 3.9848 -3.2242 -5.7732
B 0.9013 -1.7050 -0.1048
C 0.2527 3.2047 -0.3796
C -4.1849 1.2834 0.4478
H -1.3187 1.2532 2.9564
H 1.5735 5.1826 1.7174
C -1.4846 3.4608 5.0975
H 4.8049 -2.8792 -0.6535
C -3.2233 -2.4578 5.1143
H 3.9326 -6.9449 -5.0751
H -1.4612 -0.5677 -1.8077
C 2.6978 -2.6770 -0.9809
C -3.8002 -2.2945 -0.1000
H -5.1749 -3.7027 -0.9646
O 2.4804 0.5585 1.6794
C 0.6316 4.4476 -0.8882
C 1.6201 -2.9209 -1.8270
H 3.7189 6.3784 1.7145
C -1.4657 2.3449 2.8644
H 1.6291 -4.1457 -5.7846
H 5.8399 5.1255 1.4564
C -5.0191 2.4152 0.4712
C -2.1085 -2.9016 4.4157
C 2.0253 -5.1034 -5.4410
H -2.4558 -1.8196 -3.6791
C -4.6228 3.5622 1.1951
C -0.6661 4.0971 -2.8920
C 4.8942 4.5968 1.4632
C -2.2898 -1.2404 -1.6213
H -4.1819 -2.4399 0.9060
H 0.4989 5.8507 -2.4966
H 2.2611 -5.7057 -6.3206
C -0.5478 2.4032 -1.2023
C 3.6535 2.5372 1.3733
C 3.7036 5.3020 1.5918
C -3.4051 3.6178 1.7839
H 5.2892 -4.1004 -4.9725
C 2.4933 4.6298 1.5717
Si -1.9355 -0.3800 1.0779
O 4.6917 0.3957 1.2670
C 2.4475 3.2422 1.4131
H 1.2982 5.0936 -0.3428
C -2.1316 2.7798 4.1326
C -3.8803 -2.8433 -2.4403
H -4.5579 0.3858 -0.0349
H 0.4149 4.2649 5.7701

Forces on the atoms, in the same order (eV/Å):
C 0.0 0.0 -0.1
H 0.0 0.0 0.0
C 0.0 -0.1 -0.1
C 0.0 0.1 0.0
C -0.2 0.1 0.0
H 0.0 0.0 0.0
H 0.0 0.0 0.0
H 0.0 0.0 0.0
C 0.0 0.0 0.0
H 0.0 0.0 0.0
C 0.0 0.1 0.0
C 0.0 0.0 0.0
C -0.1 0.1 0.1
O 0.3 -0.2 0.1
C 0.2 0.0 0.0
C -0.1 0.0 -0.4
C 0.0 0.0 0.0
H 0.0 -0.1 0.0
H 0.0 0.0 -0.1
H 0.0 0.0 0.0
H 0.0 0.0 0.0
H 0.0 0.0 0.0
C 0.0 -0.1 0.1
C 0.2 0.1 0.2
C 0.1 0.1 0.5
C 0.0 0.1 0.0
H 0.0 0.0 0.0
Pt 0.5 0.8 0.3
H 0.0 0.0 0.0
C 0.1 0.0 -0.1
H 0.0 0.0 0.0
H 0.0 0.0 0.0
C -0.1 0.0 0.2
P -0.6 0.5 -0.3
C 0.3 0.2 -0.2
H 0.0 0.0 0.0
H 0.0 0.0 0.0
H 0.0 0.0 0.0
C 0.1 -0.2 -0.1
C -0.1 0.0 0.0
H 0.0 0.0 0.0
C 0.0 0.0 0.0
C -0.1 0.0 0.0
O -0.3 0.0 0.0
H 0.0 0.0 0.0
H 0.0 0.1 0.0
H 0.0 0.0 0.0
H 0.0 0.0 0.0
C 0.0 0.0 0.2
H 0.0 0.0 -0.1
H 0.0 0.0 0.0
B -0.3 0.1 0.2
C 0.0 -0.2 0.0
C 0.1 -0.2 0.1
H 0.1 0.0 0.0
H 0.0 0.0 -0.1
C 0.0 0.1 0.2
H 0.0 0.0 0.0
C 0.0 0.0 0.0
H 0.0 0.0 0.0
H 0.0 0.0 0.0
C -0.2 -0.1 -0.3
C 0.0 0.0 0.1
H 0.0 0.0 0.0
O 0.1 -0.7 0.0
C -0.1 0.0 0.1
C 0.4 0.0 0.2
H 0.0 0.0 0.0
C -0.1 0.2 -0.1
H 0.0 0.0 0.0
H 0.0 0.0 0.0
C -0.1 0.1 -0.1
C 0.0 -0.1 0.0
C 0.0 0.0 0.1
H 0.0 0.0 0.0
C 0.0 0.1 0.1
C 0.0 0.0 -0.1
C 0.0 0.0 0.0
C -0.1 0.0 0.0
H 0.0 0.0 0.0
H 0.0 0.0 0.0
H 0.0 0.0 0.0
C 0.0 0.0 0.1
C -0.1 -0.1 0.0
C 0.0 0.1 0.0
C 0.1 0.1 0.0
H 0.0 0.0 0.0
C -0.1 -0.1 0.0
Si 0.1 -0.3 -0.7
O -0.1 0.1 0.0
C 0.2 -0.4 0.0
H 0.0 0.0 0.0
C 0.0 -0.2 -0.1
C 0.0 0.0 0.0
H 0.0 0.0 0.0
H 0.0 0.0 0.0

Computed properties:
* E_HOMO (spin up / spin down): -0.162 / -0.182 Eh
* orbital gap (spin up / spin down): 6.872 / 6.536 eV
* E_LUMO (spin up / spin down): 2.5 / 1.6 eV
* ΔE to the lowest compared entry with this formula, charge and spin: 118.8 kJ/mol
* ⟨S²⟩: 2.081
* multiplicity: 3
* total charge: -1
* M: 934.791 g/mol

Atom charges from the Löwdin analysis, given in e for atoms 1 to 8:
1. C -0.089
2. H 0.074
3. C -0.564
4. C -0.072
5. C 0.060
6. H 0.089
7. H 0.104
8. H 0.113